[1]
A molecular structure, C21H55BN15O21Sn at a distorted geometry. Source: OMol25; level of theory: ωB97M-V with the def2-TZVPD basis set.

Computed properties:
Net charge: +1
HOMO level (eV): -10.526
Strongest force on any atom (eV/Å): 4.4
Kohn-Sham gap (Ha): 0.3069
Calculated total energy (eV): -94532.1041

Geometry as XYZ:
```
114
C21H55BN15O21Sn ωB97M-V with the def2-TZVPD basis set
Sn -0.885 1.962 -0.485
O 2.200 -4.242 -5.207
C 1.212 -3.859 -4.699
O 1.037 -2.717 -4.011
B -0.386 -2.648 -3.635
O -1.094 -3.779 -4.027
C -0.250 -4.492 -4.782
O -0.562 -5.436 -5.456
O -1.149 -1.386 -4.064
C -1.329 -0.592 -3.058
O -1.801 0.569 -3.065
C -0.792 -1.336 -1.769
O -0.451 -2.518 -2.077
O -0.761 -0.858 -0.631
C 8.002 2.104 -2.387
O 7.486 0.913 -1.736
C 6.078 0.775 -1.898
C 5.688 -0.610 -1.424
N 6.214 -0.990 -0.129
C 5.374 -0.488 0.937
C 4.472 -1.565 1.512
O 3.350 -1.879 0.583
C 2.750 -3.085 0.939
H 7.368 2.986 -2.396
H 8.167 1.866 -3.425
H 8.907 2.288 -1.835
H 5.866 0.816 -2.972
H 5.588 1.681 -1.422
H 6.061 -1.311 -2.202
H 4.618 -0.644 -1.286
H 7.220 -0.855 -0.046
H 4.687 0.366 0.660
H 5.963 -0.069 1.736
H 3.979 -1.190 2.428
H 5.144 -2.446 1.639
H 1.799 -3.133 0.365
H 2.526 -3.056 2.028
H 3.353 -3.948 0.696
C -4.608 0.529 -0.522
O -3.911 0.890 0.482
N -5.361 -0.587 -0.521
N -4.675 1.239 -1.679
H -6.115 -0.552 -1.148
H -5.676 -0.974 0.335
H -3.881 1.901 -1.740
H -4.827 0.711 -2.515
C -0.569 4.974 1.115
O -0.762 4.169 0.082
N -0.832 6.297 0.961
N 0.120 4.617 2.251
H -1.277 6.522 0.063
H -0.887 6.967 1.685
H 0.697 5.361 2.628
H 0.571 3.691 2.167
C 1.519 0.390 -1.913
O 1.197 1.297 -1.082
N 2.129 -0.749 -1.636
N 1.219 0.665 -3.241
H 2.178 -1.006 -0.650
H 2.438 -1.384 -2.300
H 0.611 1.512 -3.378
H 1.436 0.078 -4.055
C -4.586 -3.193 1.825
O -5.510 -2.469 1.740
N -4.191 -3.741 2.994
N -3.824 -3.502 0.713
H -4.949 -3.822 3.659
H -3.691 -4.616 2.871
H -2.953 -3.978 0.921
H -3.777 -2.801 0.030
C -1.778 3.685 -3.410
O -0.695 3.220 -2.958
N -2.591 4.487 -2.641
N -2.312 3.274 -4.634
H -2.115 4.960 -1.907
H -3.179 5.130 -3.221
H -3.317 3.251 -4.736
H -1.842 2.471 -5.090
C -0.514 -5.319 1.257
O -0.534 -5.291 2.450
N -0.297 -6.481 0.583
N -0.858 -4.215 0.430
H -0.137 -6.521 -0.401
H -0.121 -7.356 1.114
H -0.607 -3.387 0.971
H -0.503 -4.288 -0.509
C -0.694 -2.065 3.544
O -0.326 -1.904 2.393
N -1.464 -1.086 4.228
N -0.556 -3.207 4.267
H -1.795 -0.361 3.652
H -2.308 -1.595 4.402
H -1.016 -3.415 5.129
H -0.445 -4.044 3.688
C 1.586 1.291 2.053
C 0.346 1.320 2.894
O -0.704 1.725 1.977
O 1.912 2.514 1.334
H 1.451 0.432 1.364
H 2.372 1.114 2.850
H 0.336 1.939 3.785
H 0.263 0.289 3.272
H -1.415 2.135 2.430
H 2.141 2.237 0.436
C -4.124 3.319 2.966
C -4.263 4.822 2.941
O -4.701 5.210 1.628
O -3.135 2.952 1.907
H -5.086 2.842 2.756
H -3.780 2.995 3.950
H -3.330 5.244 3.228
H -4.935 5.212 3.730
H -4.248 4.491 1.050
H -3.583 2.343 1.305
```



[2]
2 unconnected molecules or ions with the total composition C3H7NO2. Source: OMol25; level of theory: ωB97M-V with the def2-TZVPD basis set.

Computed properties:
HOMO level (eV): -9.810
Strongest force on any atom (eV/Å): 0.5
Kohn-Sham gap (Ha): 0.3956
Structure (SMILES): CC=O.NC=O
Calculated total energy (eV): -8809.4014

Geometry as XYZ:
```
13
C3H7NO2 ωB97M-V with the def2-TZVPD basis set
C -0.410 -0.575 1.813
C -1.154 -0.918 0.557
O -1.910 -0.161 -0.015
H -0.335 0.509 1.937
H 0.584 -1.026 1.810
H -0.993 -0.988 2.643
H -0.989 -1.941 0.166
N 1.464 1.164 -2.043
C 0.949 0.397 -1.055
O 1.542 -0.493 -0.471
H 0.840 1.743 -2.581
H 2.374 0.943 -2.414
H -0.090 0.670 -0.823
```



[3]
A single C2H5NO2 molecule at a distorted geometry. Source: OMol25; level of theory: ωB97M-V with the def2-TZVPD basis set.

Computed properties:
HOMO level (eV): -9.676
Strongest force on any atom (eV/Å): 1.9
Kohn-Sham gap (Ha): 0.3837
Structure (SMILES): CNC(=O)O
Calculated total energy (eV): -7740.3636

Geometry as XYZ:
```
10
C2H5NO2 ωB97M-V with the def2-TZVPD basis set
C 0.296 -0.043 1.299
N 0.097 0.693 0.052
C -0.057 0.055 -1.147
O 0.490 0.314 -2.184
O -0.868 -1.059 -1.021
H -0.064 -1.057 1.191
H 1.318 0.115 1.643
H -0.297 0.452 2.078
H 0.426 1.637 -0.049
H -1.340 -1.108 -1.862
```



[4]
2 unconnected molecules or ions with the total composition C3H7NO. Source: OMol25; level of theory: ωB97M-V with the def2-TZVPD basis set.

Computed properties:
HOMO level (eV): -9.606
Strongest force on any atom (eV/Å): 0.6
Kohn-Sham gap (Ha): 0.3877
Structure (SMILES): CC=O.C=N
Calculated total energy (eV): -6760.3635

Geometry as XYZ:
```
12
C3H7NO ωB97M-V with the def2-TZVPD basis set
C -0.440 1.233 0.401
C 0.993 0.732 0.301
O 1.642 0.360 1.244
H -1.056 0.669 1.109
H -0.928 1.262 -0.579
H -0.350 2.256 0.776
H 1.421 0.826 -0.718
C -0.494 -1.511 -0.195
N 0.630 -1.497 -0.779
H -1.482 -1.437 -0.670
H -0.492 -1.535 0.898
H 0.557 -1.360 -1.788
```



[5]
A molecular structure, C45H40AsClO4SSb2Tl at a distorted geometry. Source: OMol25; level of theory: ωB97M-V with the def2-TZVPD basis set.

Computed properties:
Net charge: +1
HOMO level (eV): -10.248
Strongest force on any atom (eV/Å): 1.6
Kohn-Sham gap (Ha): 0.1837
Calculated total energy (eV): -157450.9864

Geometry as XYZ:
```
95
C45H40AsClO4SSb2Tl ωB97M-V with the def2-TZVPD basis set
Tl 1.050 -1.188 1.145
S 2.336 -0.642 3.371
C 2.352 1.107 3.626
C 2.081 1.580 4.911
C 2.183 2.929 5.204
C 2.542 3.832 4.203
C 2.804 3.354 2.928
C 2.713 1.999 2.644
As 3.166 1.204 0.933
C 4.406 2.563 0.260
C 4.058 3.733 -0.405
C 5.030 4.667 -0.728
C 6.354 4.440 -0.389
C 6.712 3.265 0.253
C 5.744 2.327 0.570
C 1.567 1.844 -0.026
C 0.553 2.580 0.616
C -0.502 3.190 -0.084
C -0.568 3.019 -1.430
C 0.356 2.120 -2.133
C 1.439 1.610 -1.339
H 1.818 0.867 5.681
H 2.000 3.275 6.212
H 2.633 4.887 4.418
H 3.102 4.048 2.152
H 3.027 3.931 -0.670
H 4.750 5.580 -1.235
H 7.106 5.179 -0.625
H 7.745 3.079 0.508
H 6.025 1.404 1.066
H 0.621 2.735 1.688
H -1.219 3.801 0.441
H -1.351 3.491 -2.009
H 0.803 2.660 -2.985
H 2.230 1.072 -1.853
O 2.663 -3.128 -1.451
Cl 3.253 -2.102 -0.665
O 4.589 -1.878 -0.990
O 3.128 -2.439 0.748
O 2.460 -0.885 -0.825
C 0.800 -1.137 -2.845
C 0.213 0.046 -3.645
C -0.544 1.053 -2.815
Sb -2.082 -1.135 0.700
C -2.785 0.861 0.966
C -3.351 1.462 -0.163
C -3.988 2.687 -0.061
C -4.057 3.325 1.167
C -3.476 2.747 2.292
C -2.847 1.515 2.195
C -2.257 -1.717 2.748
C -3.320 -2.554 3.075
C -3.440 -3.054 4.361
C -2.496 -2.734 5.320
C -1.445 -1.888 5.006
C -1.325 -1.378 3.723
Sb 0.347 -3.152 -3.581
C -1.558 -2.717 -4.480
C -2.479 -1.798 -3.973
C -3.746 -1.687 -4.515
C -4.122 -2.507 -5.567
C -3.216 -3.422 -6.087
C -1.942 -3.518 -5.549
C -0.552 -3.987 -1.799
C 0.316 -4.385 -0.769
C -0.171 -4.982 0.384
C -1.529 -5.245 0.503
C -2.387 -4.917 -0.537
C -1.906 -4.286 -1.676
H 0.490 -1.131 -1.795
H 1.889 -1.115 -2.850
H -0.487 -0.306 -4.405
H 1.009 0.560 -4.188
H -1.238 1.611 -3.446
H -1.140 0.560 -2.043
H -3.320 0.955 -1.122
H -4.442 3.139 -0.937
H -4.573 4.272 1.251
H -3.526 3.255 3.246
H -2.423 1.058 3.080
H -4.060 -2.822 2.329
H -4.266 -3.706 4.609
H -2.574 -3.153 6.314
H -0.710 -1.628 5.754
H -0.496 -0.717 3.510
H -2.207 -1.163 -3.129
H -4.449 -0.966 -4.114
H -5.118 -2.433 -5.982
H -3.504 -4.063 -6.909
H -1.242 -4.229 -5.969
H 1.395 -4.297 -0.902
H 0.518 -5.288 1.160
H -1.910 -5.743 1.384
H -3.433 -5.185 -0.477
H -2.592 -4.073 -2.485
```



[6]
A molecular structure, C22H19N4O4ReS4Sb at a distorted geometry. Source: OMol25; level of theory: ωB97M-V with the def2-TZVPD basis set.

Computed properties:
Net charge: +3
HOMO level (alpha / beta) (eV): -15.672 / -15.687
Strongest force on any atom (eV/Å): 2.7
Kohn-Sham gap (alpha / beta) (Ha): 0.0866 / 0.0851
Calculated total energy (eV): -89251.2908

Geometry as XYZ:
```
55
C22H19N4O4ReS4Sb ωB97M-V with the def2-TZVPD basis set
Re -0.251 0.700 0.779
S -1.184 4.972 -1.333
Sb 0.489 3.704 -2.098
S -0.417 1.258 -1.316
S 1.574 1.787 1.477
S 2.425 3.192 -3.076
O -1.296 -3.139 6.399
C -2.655 -2.882 6.138
N -2.660 -1.794 5.187
C -3.711 -1.572 4.362
O -4.753 -2.179 4.423
C -3.517 -0.540 3.274
C -4.644 -0.053 2.614
C -4.486 0.802 1.530
C -3.214 1.107 1.096
N -2.117 0.608 1.715
C -2.279 -0.173 2.804
H -1.225 -3.834 7.060
H -3.201 -2.608 7.048
H -3.178 -3.731 5.689
H -1.865 -1.181 5.238
H -5.627 -0.355 2.955
H -5.340 1.218 1.015
H -3.062 1.755 0.245
H -1.378 -0.531 3.280
O -0.700 -2.567 1.495
C 0.383 -2.186 1.816
N 1.410 -2.812 2.446
C 2.514 -1.927 2.774
C 2.049 -0.680 2.047
O 2.625 0.461 1.988
N 0.822 -0.824 1.597
C 2.598 -1.593 4.284
C 3.493 -0.601 4.728
C 3.604 -0.332 6.078
C 2.841 -1.056 6.989
C 1.945 -2.034 6.546
C 1.829 -2.320 5.200
C 3.883 -2.514 2.544
C 4.118 -3.839 3.000
C 5.339 -4.428 2.792
C 6.367 -3.690 2.190
C 6.147 -2.362 1.767
C 4.924 -1.770 1.961
H 1.468 -3.815 2.518
H 4.097 -0.050 4.021
H 4.294 0.427 6.421
H 2.947 -0.866 8.050
H 1.336 -2.579 7.255
H 1.130 -3.078 4.873
H 3.352 -4.393 3.530
H 5.514 -5.445 3.115
H 7.347 -4.135 2.073
H 6.943 -1.810 1.285
H 4.762 -0.751 1.635
```



[7]
A molecular structure, AgH16O8. Source: OMol25; level of theory: ωB97M-V with the def2-TZVPD basis set.

Computed properties:
Net charge: +2
<S²>: 0.751
HOMO level (alpha / beta) (eV): -18.758 / -18.745
Strongest force on any atom (eV/Å): 0.7
Multiplicity: 2
Kohn-Sham gap (alpha / beta) (Ha): 0.4439 / 0.2790
Calculated total energy (eV): -20621.6204

Geometry as XYZ:
```
25
AgH16O8 ωB97M-V with the def2-TZVPD basis set
Ag -0.271 0.028 0.037
O 2.321 -0.712 0.704
H 2.459 -1.652 0.876
H 3.061 -0.463 0.133
O -1.063 2.060 0.118
H -0.521 2.744 0.548
H -1.524 2.509 -0.611
O 1.509 1.833 -0.849
H 1.409 2.601 -1.431
H 2.462 1.772 -0.698
O -0.140 -2.297 0.165
H -0.722 -2.800 -0.428
H 0.453 -2.951 0.562
O 0.532 -0.675 -2.031
H 1.260 -1.257 -2.295
H 0.557 0.059 -2.663
O -1.843 -0.704 1.628
H -2.784 -0.505 1.747
H -1.720 -1.592 1.992
O -2.204 -0.335 -1.353
H -2.571 -1.010 -1.943
H -2.763 0.442 -1.495
O 0.521 0.870 2.096
H 0.167 1.413 2.816
H 1.417 0.620 2.371
```



[8]
A single C2H4N2O2 molecule at a distorted geometry. Source: OMol25; level of theory: ωB97M-V with the def2-TZVPD basis set.

Computed properties:
HOMO level (eV): -10.143
Strongest force on any atom (eV/Å): 5.5
Kohn-Sham gap (Ha): 0.3900
Structure (SMILES): [H]/N=C(\N)OC=O
Calculated total energy (eV): -9212.2402

Geometry as XYZ:
```
10
C2H4N2O2 ωB97M-V with the def2-TZVPD basis set
H -2.592 -0.039 0.245
N -1.797 -0.765 0.428
C -0.748 -0.218 -0.075
N -0.363 1.041 -0.506
O 0.277 -1.250 -0.316
C 1.567 -0.697 -0.137
O 1.758 0.338 0.521
H 0.423 1.140 0.069
H -0.968 1.805 0.121
H 2.444 -1.356 -0.351
```



[9]
2 unconnected molecules or ions with the total composition C3H10N2O. Source: OMol25; level of theory: ωB97M-V with the def2-TZVPD basis set.

Computed properties:
HOMO level (eV): -9.015
Strongest force on any atom (eV/Å): 0.4
Kohn-Sham gap (Ha): 0.3691
Structure (SMILES): C/N=C/N.CO
Calculated total energy (eV): -8300.4417

Geometry as XYZ:
```
16
C3H10N2O ωB97M-V with the def2-TZVPD basis set
C -2.057 0.890 -0.639
N -0.893 0.191 -0.133
C -1.000 -1.062 0.055
N -0.013 -1.799 0.615
H -2.317 1.708 0.032
H -2.943 0.253 -0.746
H -1.847 1.314 -1.624
H -1.905 -1.607 -0.229
H 0.784 -1.313 1.004
H -0.116 -2.789 0.710
C 2.351 0.679 -0.044
O 1.590 0.657 1.152
H 2.625 1.701 -0.315
H 3.265 0.107 0.126
H 1.812 0.221 -0.874
H 0.665 0.848 0.910
```



[10]
A molecular structure, C30H27IN10O3V. Source: OMol25; level of theory: ωB97M-V with the def2-TZVPD basis set.

Computed properties:
Net charge: +2
<S²>: 0.780
HOMO level (alpha / beta) (eV): -12.828 / -12.828
Strongest force on any atom (eV/Å): 0.7
Multiplicity: 2
Kohn-Sham gap (alpha / beta) (Ha): 0.1864 / 0.2070
Calculated total energy (eV): -86362.4720

Geometry as XYZ:
```
72
C30H27IN10O3V ωB97M-V with the def2-TZVPD basis set
V -0.251 -0.291 0.481
I 2.566 -0.601 0.691
C 2.456 -1.317 -1.282
C 3.638 -1.626 -1.892
C 3.617 -2.172 -3.190
C 2.426 -2.390 -3.819
C 1.200 -2.059 -3.195
C -0.034 -2.282 -3.861
C -1.220 -1.976 -3.267
C -1.238 -1.416 -1.969
C -0.065 -1.184 -1.296
C 1.193 -1.503 -1.892
H 4.585 -1.467 -1.394
H 4.551 -2.424 -3.673
H 2.405 -2.823 -4.810
H -0.015 -2.708 -4.856
H -2.156 -2.159 -3.778
H -2.199 -1.170 -1.536
O -2.048 -0.802 0.846
N -2.293 -1.915 1.466
N -1.223 -2.432 1.869
O -0.092 -1.804 1.565
C -1.143 -3.649 2.651
C 0.107 -4.075 3.062
C 0.166 -5.249 3.800
C -0.992 -5.949 4.100
C -2.232 -5.489 3.670
C -2.325 -4.322 2.931
H 0.999 -3.517 2.824
H 1.125 -5.618 4.135
H -0.932 -6.865 4.673
H -3.131 -6.040 3.906
H -3.280 -3.957 2.586
N 0.871 2.949 -3.845
N 0.769 2.573 -2.518
N 1.334 3.272 -1.554
C 1.096 2.505 -0.508
N 0.418 1.400 -0.852
N 0.220 1.466 -2.162
H 1.040 3.951 -3.865
H 0.003 2.711 -4.317
H 1.417 2.748 0.491
C 4.010 -4.253 5.709
C 3.262 -2.956 5.587
C 3.942 -1.748 5.452
C 3.278 -0.534 5.353
C 1.884 -0.524 5.375
N 1.107 0.659 5.248
C 1.551 1.946 5.147
O 2.655 2.363 5.379
N 0.507 2.830 4.756
C -0.271 2.645 3.635
C -1.325 3.514 3.328
C -2.067 3.314 2.181
C -1.762 2.254 1.342
N -0.749 1.433 1.623
C -0.020 1.615 2.728
C 1.183 -1.720 5.500
C 1.871 -2.917 5.614
H 4.823 -4.171 6.430
H 4.446 -4.545 4.752
H 3.352 -5.055 6.040
H 5.025 -1.744 5.450
H 3.833 0.386 5.291
H 0.115 0.543 5.383
H 0.649 3.778 5.075
H -1.558 4.333 3.997
H -2.890 3.970 1.939
H -2.329 2.053 0.443
H 0.789 0.916 2.902
H 0.099 -1.717 5.547
H 1.311 -3.834 5.753
```



[11]
A molecular structure, C33H34CoFGeNO3S4 at a distorted geometry. Source: OMol25; level of theory: ωB97M-V with the def2-TZVPD basis set.

Computed properties:
Net charge: +2
<S²>: 0.762
HOMO level (alpha / beta) (eV): -13.496 / -13.528
Strongest force on any atom (eV/Å): 1.5
Multiplicity: 2
Kohn-Sham gap (alpha / beta) (Ha): 0.2515 / 0.2447
Calculated total energy (eV): -182594.3194

Geometry as XYZ:
```
78
C33H34CoFGeNO3S4 ωB97M-V with the def2-TZVPD basis set
Co 1.387 0.106 -0.728
C -4.717 4.432 -1.289
C -4.277 3.564 -2.458
C -5.413 2.833 -3.153
C -6.064 1.830 -2.213
C -5.032 0.921 -1.605
C -5.377 -0.324 -1.132
C -4.411 -1.156 -0.570
F -4.784 -2.360 -0.118
C -3.102 -0.790 -0.475
C -2.713 0.466 -0.961
C -1.320 0.868 -0.883
O -0.490 0.068 -0.309
C -0.989 2.114 -1.436
C -2.001 2.911 -1.941
N -3.275 2.565 -1.986
C -3.678 1.320 -1.517
C 0.387 2.723 -1.457
O 0.517 3.889 -1.764
O 1.383 1.978 -1.068
H -5.446 5.166 -1.632
H -3.869 4.972 -0.866
H -5.173 3.840 -0.495
H -3.747 4.175 -3.189
H -5.025 2.319 -4.036
H -6.140 3.566 -3.499
H -6.803 1.231 -2.745
H -6.605 2.348 -1.417
H -6.402 -0.670 -1.189
H -2.368 -1.447 -0.036
H -1.737 3.893 -2.316
C 2.700 -0.489 -3.684
C 3.607 0.433 -2.882
S 3.627 0.202 -1.084
C 4.196 -1.495 -0.807
C 3.139 -2.568 -0.999
S 1.556 -2.086 -0.232
C 0.384 -2.743 -1.444
C 0.607 -2.282 -2.885
S 0.989 -0.507 -3.052
H 3.079 -1.509 -3.711
H 2.673 -0.131 -4.712
H 3.291 1.474 -2.977
H 4.633 0.367 -3.247
H 4.559 -1.480 0.222
H 5.063 -1.682 -1.442
H 3.469 -3.503 -0.548
H 2.966 -2.757 -2.053
H -0.576 -2.398 -1.068
H 0.392 -3.832 -1.384
H -0.306 -2.467 -3.451
H 1.393 -2.848 -3.382
Ge 1.259 0.165 3.535
C 3.036 0.226 4.233
C 3.344 0.970 5.371
C 4.647 1.000 5.846
C 5.646 0.308 5.177
C 5.351 -0.422 4.031
C 4.050 -0.463 3.560
C 0.621 -1.566 3.015
C -0.624 -1.731 2.406
C -1.093 -3.002 2.117
C -0.325 -4.116 2.443
C 0.893 -3.961 3.084
C 1.363 -2.689 3.380
H 0.248 1.136 4.134
H 2.572 1.517 5.899
H 4.883 1.564 6.738
H 6.661 0.337 5.549
H 6.138 -0.959 3.518
H 3.810 -1.041 2.673
H -1.223 -0.863 2.158
H -2.070 -3.139 1.669
H -0.701 -5.109 2.233
H 1.464 -4.831 3.382
H 2.293 -2.578 3.922
S 2.013 2.763 1.378
C 1.585 1.430 1.849
```



Question: The lowest calculated total energy belongs to which entry?
Answer: C33H34CoFGeNO3S4